The following is a DFT calculation (ωB97M-V with the def2-TZVPD basis set) of the molecule C6H8NOPS2.

As for the energy above the lowest of the compared OMol25 structures with the same formula, charge and spin: 0.5977 eV. The LUMO energy is -0.235 eV. As for the HOMO-LUMO gap: 8.38 eV. For the total energy, the calculation gives -1501.1905 Eh. The max |F| comes out at 4.83 eV Å⁻¹. The value obtained for the HOMO energy is -0.3167 hartree.

Structure (XYZ):
```
19
Properties=species:S:1:pos:R:3:forces:R:3
N -3.20361 0.42745 -1.44290 -0.119 -0.095 0.846
P -2.24119 0.31355 -0.11070 -0.516 -2.490 -1.284
O -3.24558 -0.49088 0.84325 -0.615 1.417 -0.136
S -1.47246 2.01259 0.24740 0.288 -0.339 0.531
S -0.88148 -1.70539 -0.59532 -0.654 2.682 1.095
C 0.53779 -0.77981 -0.02699 -0.191 0.057 -0.485
C 1.22727 -1.06968 1.10900 0.620 -2.592 1.222
C 2.46758 -0.55226 1.40079 -1.018 3.708 -2.925
C 2.89228 0.53624 0.58612 1.407 0.222 -0.285
C 2.12198 0.96523 -0.52198 0.418 -0.157 0.210
C 0.96472 0.30860 -0.77661 -0.840 -1.719 0.360
H -2.78155 0.97338 -2.14581 0.066 0.613 -1.033
H -3.89921 -0.24151 -1.71875 0.145 -0.255 0.029
H -2.88605 -1.24653 1.27719 0.709 -0.856 0.483
H 0.97250 -1.92321 1.73772 -0.584 0.166 -0.156
H 2.93271 -0.74252 2.29405 1.313 -0.790 1.790
H 3.90350 1.00821 0.74810 -1.271 -0.514 -0.004
H 2.27438 1.69309 -1.32720 1.081 0.248 1.013
H 0.31642 0.51346 -1.57735 -0.239 0.695 -1.273
```
Forces are in eV/Å.

Mulliken population analysis, charges in e, atoms 1 to 4: number 1, N, carries -0.442; number 2, P, carries 0.605; number 3, O, carries -0.482; number 4, S, carries -0.294